{"formula": "C82H200F6N11O14S2", "method": "the ωB97M-V functional and the def2-TZVPD basis", "species": ["C", "C", "N", "C", "C", "C", "C", "C", "O", "C", "H", "H", "H", "H", "H", "H", "H", "H", "H", "H", "H", "H", "H", "H", "H", "H", "H", "H", "H", "H", "C", "C", "N", "C", "C", "C", "C", "C", "O", "C", "H", "H", "H", "H", "H", "H", "H", "H", "H", "H", "H", "H", "H", "H", "H", "H", "H", "H", "H", "H", "C", "C", "N", "C", "C", "C", "C", "C", "O", "C", "H", "H", "H", "H", "H", "H", "H", "H", "H", "H", "H", "H", "H", "H", "H", "H", "H", "H", "H", "H", "C", "C", "N", "C", "C", "C", "C", "C", "O", "C", "H", "H", "H", "H", "H", "H", "H", "H", "H", "H", "H", "H", "H", "H", "H", "H", "H", "H", "H", "H", "C", "C", "N", "C", "C", "C", "C", "C", "O", "C", "H", "H", "H", "H", "H", "H", "H", "H", "H", "H", "H", "H", "H", "H", "H", "H", "H", "H", "H", "H", "C", "C", "N", "C", "C", "C", "C", "C", "O", "C", "H", "H", "H", "H", "H", "H", "H", "H", "H", "H", "H", "H", "H", "H", "H", "H", "H", "H", "H", "H", "C", "C", "N", "C", "C", "C", "C", "C", "O", "C", "H", "H", "H", "H", "H", "H", "H", "H", "H", "H", "H", "H", "H", "H", "H", "H", "H", "H", "H", "H", "C", "C", "N", "C", "C", "C", "C", "C", "O", "C", "H", "H", "H", "H", "H", "H", "H", "H", "H", "H", "H", "H", "H", "H", "H", "H", "H", "H", "H", "H", "C", "C", "N", "C", "C", "C", "C", "C", "O", "C", "H", "H", "H", "H", "H", "H", "H", "H", "H", "H", "H", "H", "H", "H", "H", "H", "H", "H", "H", "H", "C", "C", "N", "C", "C", "C", "C", "C", "O", "C", "H", "H", "H", "H", "H", "H", "H", "H", "H", "H", "H", "H", "H", "H", "H", "H", "H", "H", "H", "H", "C", "F", "F", "F", "S", "O", "O", "N", "S", "O", "O", "C", "F", "F", "F"], "coordinates": [[-7.6966, -1.2335, -10.3682], [-6.1941, -1.5581, -10.1339], [-5.7000, -1.7565, -8.6345], [-5.9075, -0.4706, -7.9018], [-6.5393, -2.8500, -7.8867], [-6.4334, -4.1992, -8.6055], [-4.1452, -2.1053, -8.6877], [-3.5071, -2.6409, -7.4431], [-3.4195, -1.7460, -6.3695], [-3.1194, -2.2253, -5.1320], [-7.9579, -1.1328, -11.4314], [-7.9649, -0.3092, -9.8453], [-8.3577, -1.9883, -9.9752], [-5.5729, -0.7285, -10.5105], [-6.0504, -2.4565, -10.7299], [-5.4133, 0.3965, -8.3814], [-5.3820, -0.6482, -6.9535], [-6.9697, -0.2896, -7.7415], [-7.5543, -2.4378, -7.8568], [-6.2040, -2.8150, -6.8396], [-5.3732, -4.4288, -8.8404], [-7.0075, -4.2736, -9.5056], [-6.7841, -5.0464, -8.0152], [-3.7175, -1.2045, -9.1317], [-4.1677, -2.9102, -9.4599], [-2.5230, -3.0641, -7.7025], [-4.0944, -3.4980, -7.1275], [-2.4026, -3.0730, -5.1096], [-4.0133, -2.4608, -4.5219], [-2.5777, -1.3976, -4.6293], [1.4160, 6.9727, 4.4399], [1.0441, 6.1527, 5.7353], [2.1091, 5.1059, 6.0573], [1.5158, 4.2761, 7.1444], [2.3538, 4.2239, 4.7976], [3.2332, 3.0257, 5.1045], [3.4615, 5.7082, 6.5390], [3.3594, 6.9191, 7.3871], [2.4168, 6.6694, 8.3883], [2.3776, 7.7344, 9.2873], [2.4408, 7.3216, 4.5880], [0.8091, 7.8712, 4.2563], [1.3723, 6.3793, 3.5110], [0.0787, 5.6337, 5.6270], [0.9426, 6.7863, 6.6076], [0.7025, 3.6732, 6.6798], [1.1042, 4.9757, 7.8614], [2.2836, 3.6933, 7.6278], [2.8522, 4.9087, 4.1039], [1.3941, 3.8831, 4.4068], [2.8796, 2.3359, 5.8816], [4.2542, 3.2824, 5.3776], [3.2729, 2.3879, 4.2345], [3.9311, 6.0550, 5.6168], [3.9944, 4.8367, 6.8919], [3.0057, 7.7891, 6.8317], [4.3469, 7.1574, 7.8189], [2.1049, 8.6774, 8.7938], [3.3290, 7.8816, 9.8209], [1.5667, 7.5246, 9.9665], [7.4637, -3.6918, 0.3081], [6.3181, -3.8759, 1.3117], [6.2382, -2.7373, 2.4148], [6.2870, -1.2653, 1.8226], [5.0259, -2.9314, 3.2308], [3.7307, -2.8241, 2.4089], [7.5224, -2.8466, 3.3373], [7.8639, -4.2415, 3.7884], [6.7827, -4.8518, 4.3880], [6.9858, -6.0493, 5.0860], [7.1331, -3.3611, -0.6566], [7.8640, -4.6846, 0.1242], [8.2880, -3.1065, 0.7583], [6.4045, -4.7780, 1.9052], [5.3159, -3.9050, 0.8629], [5.3787, -1.0222, 1.2690], [7.1562, -1.1456, 1.1698], [6.3782, -0.5723, 2.6609], [5.0142, -2.0419, 3.8641], [5.1571, -3.8311, 3.8360], [3.5654, -1.8530, 1.9521], [2.9667, -3.0098, 3.1564], [3.5500, -3.6299, 1.6978], [7.2735, -2.2054, 4.1658], [8.3021, -2.3297, 2.7842], [8.7203, -4.1893, 4.4488], [8.2243, -4.8450, 2.9702], [7.9610, -6.0945, 5.6032], [6.8351, -6.9046, 4.4104], [6.2253, -6.1009, 5.8556], [-0.2408, 3.8855, -6.6738], [-0.0012, 2.9337, -5.4977], [-0.1941, 1.3854, -5.8287], [0.2902, 0.7088, -4.5258], [-1.6291, 0.9753, -6.1108], [-2.6781, 1.3729, -5.0105], [0.7772, 1.0007, -7.0605], [1.2539, -0.4549, -7.0003], [0.2258, -1.3749, -6.7684], [0.5691, -2.6668, -7.0815], [-0.1041, 4.9153, -6.3603], [-1.2580, 3.7608, -7.0979], [0.4969, 3.7337, -7.4752], [-0.6833, 3.0495, -4.6576], [1.0327, 2.9902, -5.1369], [-0.0768, 1.2489, -3.6433], [1.3768, 0.6747, -4.5210], [-0.1499, -0.2951, -4.4437], [-1.5948, -0.1027, -6.2691], [-1.9824, 1.4194, -7.0551], [-3.6860, 1.0371, -5.2935], [-2.7091, 2.4572, -4.8339], [-2.5428, 0.9013, -4.0462], [1.6260, 1.6915, -7.0034], [0.2216, 1.2334, -7.9535], [1.9849, -0.6753, -6.2046], [1.7664, -0.7026, -7.9223], [1.1778, -3.0987, -6.2591], [1.0599, -2.8002, -8.0700], [-0.3714, -3.2027, -7.1088], [6.1093, -0.2399, -2.9940], [6.1601, -1.8175, -2.8609], [5.2390, -2.6025, -3.8947], [5.7498, -2.2810, -5.3605], [5.2359, -4.1536, -3.6559], [6.6288, -4.8008, -3.6736], [3.7460, -2.1138, -3.7453], [2.9802, -2.3686, -2.4134], [3.0727, -1.1657, -1.6674], [1.8692, -0.8969, -0.9141], [6.7056, 0.0876, -3.8422], [6.6149, 0.2426, -2.1239], [5.0888, 0.1676, -3.0148], [5.7087, -2.0837, -1.9009], [7.1758, -2.1665, -2.9656], [5.5730, -1.2224, -5.5647], [5.1834, -2.8982, -6.0370], [6.8049, -2.5037, -5.4369], [4.5933, -4.6090, -4.4394], [4.8042, -4.2297, -2.6711], [6.5164, -5.8767, -3.4657], [7.3094, -4.4062, -2.8999], [7.1804, -4.8208, -4.6253], [3.2824, -2.7505, -4.4926], [3.7206, -1.0594, -4.0667], [3.3482, -3.2520, -1.8478], [1.9376, -2.5735, -2.6889], [0.9908, -0.7066, -1.5561], [2.0522, -0.0429, -0.2553], [1.6040, -1.7800, -0.3049], [-1.8692, 8.5765, -1.1555], [-3.0387, 7.8109, -0.6558], [-3.1134, 6.4446, -1.4018], [-3.3660, 6.6850, -2.8234], [-1.7705, 5.5916, -1.2399], [-1.4523, 5.3165, 0.2503], [-4.3581, 5.7652, -0.8152], [-4.4910, 4.2433, -0.9975], [-4.4679, 3.7971, -2.3303], [-5.5835, 3.0847, -2.7575], [-1.7918, 9.5123, -0.6145], [-1.9334, 8.8963, -2.2106], [-0.9151, 8.0695, -0.9902], [-4.0108, 8.3127, -0.8391], [-2.9742, 7.5957, 0.4078], [-3.5181, 5.6986, -3.2827], [-2.4546, 7.1275, -3.2767], [-4.1902, 7.4002, -3.0262], [-0.9763, 6.2110, -1.6498], [-1.9842, 4.6785, -1.7979], [-0.5089, 4.8061, 0.4396], [-2.2365, 4.8114, 0.8293], [-1.3255, 6.2953, 0.7381], [-5.1912, 6.2779, -1.3318], [-4.4519, 5.9129, 0.2624], [-5.4417, 4.0160, -0.4945], [-3.6594, 3.7642, -0.5220], [-6.5964, 3.4299, -2.4467], [-5.4647, 2.0566, -2.3475], [-5.4561, 2.9854, -3.8423], [-5.3126, -0.3943, 5.6063], [-6.6016, -0.2837, 4.7503], [-6.4080, 0.4108, 3.4120], [-5.4520, -0.4634, 2.5674], [-7.8056, 0.5715, 2.6956], [-8.5231, -0.7710, 2.4201], [-5.8073, 1.8530, 3.5897], [-5.7705, 2.6775, 2.3170], [-6.9675, 3.2751, 1.8238], [-7.5385, 4.2699, 2.6483], [-4.4983, -0.8756, 5.0595], [-5.5186, -0.9974, 6.5006], [-4.9658, 0.5486, 6.0125], [-7.4402, 0.2407, 5.2048], [-7.0204, -1.2558, 4.4714], [-5.7053, -1.5248, 2.5617], [-4.4275, -0.2360, 2.8872], [-5.6017, -0.0795, 1.5362], [-7.5333, 1.1054, 1.7976], [-8.4451, 1.2066, 3.3290], [-9.3783, -0.6884, 1.7545], [-8.9639, -1.1733, 3.3395], [-7.8650, -1.5758, 2.0771], [-4.8130, 1.6970, 3.9986], [-6.4403, 2.3549, 4.3117], [-5.3341, 2.1043, 1.4839], [-5.0620, 3.4926, 2.5207], [-8.2175, 4.8489, 2.0527], [-6.7502, 4.9395, 3.0356], [-8.0943, 3.8403, 3.4925], [-2.5218, -6.9327, 2.2385], [-2.9044, -6.1880, 0.9596], [-2.0541, -6.6023, -0.3642], [-2.3017, -8.1062, -0.6511], [-2.4496, -5.7340, -1.5396], [-3.9670, -5.8994, -2.0037], [-0.5328, -6.4617, -0.0415], [0.0019, -5.0284, 0.0654], [-0.4903, -4.4682, 1.2832], [-0.0068, -3.1623, 1.6613], [-2.5798, -8.0133, 2.1684], [-3.1688, -6.7200, 3.0914], [-1.4911, -6.7297, 2.5107], [-2.7291, -5.1129, 1.0915], [-3.9178, -6.3982, 0.6591], [-1.8598, -8.7330, 0.1094], [-1.8545, -8.2185, -1.6431], [-3.3848, -8.2545, -0.6896], [-1.7735, -6.0889, -2.3406], [-2.2228, -4.6844, -1.2050], [-4.3577, -6.9038, -2.1610], [-4.1523, -5.3890, -2.9455], [-4.5628, -5.4086, -1.2462], [0.0576, -6.9571, -0.8302], [-0.4015, -6.9654, 0.9080], [-0.2188, -4.3609, -0.7724], [1.0934, -5.1061, 0.1356], [1.0980, -3.2015, 1.5885], [-0.2585, -2.8968, 2.6778], [-0.4175, -2.4266, 0.9502], [2.6994, -2.8815, 6.3315], [1.2508, -2.5480, 6.5714], [0.3186, -3.7820, 6.7415], [0.5136, -4.8809, 5.6936], [0.6131, -4.3787, 8.2870], [-0.2157, -5.6093, 8.5259], [-1.1446, -3.2512, 6.7382], [-1.6776, -2.5036, 5.5617], [-1.8734, -3.4027, 4.4854], [-2.8024, -2.9173, 3.4977], [3.2768, -1.9716, 6.2182], [2.8462, -3.4967, 5.4312], [3.0516, -3.4761, 7.1796], [0.8044, -1.9664, 5.7651], [1.0463, -2.0221, 7.4936], [0.3811, -4.4116, 4.7073], [-0.3374, -5.5499, 5.8392], [1.5031, -5.3252, 5.7579], [0.3959, -3.4850, 8.8836], [1.6746, -4.5984, 8.3376], [-0.0025, -6.4827, 7.9015], [-1.2844, -5.3678, 8.4955], [-0.0136, -5.9932, 9.5306], [-1.0712, -2.5083, 7.5588], [-1.8253, -4.0356, 7.0988], [-1.0059, -1.6696, 5.2929], [-2.6565, -2.1234, 5.9434], [-2.7596, -3.7151, 2.7891], [-2.5232, -1.9826, 3.0146], [-3.8386, -2.8597, 3.8370], [7.0216, 6.1075, 0.0199], [6.5521, 4.7330, 0.4220], [5.4516, 4.1319, -0.5125], [6.0045, 4.0709, -1.9498], [5.2232, 2.7248, -0.1137], [4.7389, 2.4167, 1.3184], [4.1024, 4.9521, -0.3568], [2.9516, 4.4505, -1.2848], [2.3387, 3.3660, -0.6197], [1.1257, 2.9303, -1.2137], [6.2649, 6.8921, 0.1030], [7.4633, 6.0298, -0.9756], [7.8523, 6.4159, 0.6549], [6.1658, 4.6903, 1.4623], [7.3621, 3.9888, 0.4352], [5.9476, 5.0454, -2.4345], [5.3751, 3.3758, -2.5018], [7.0342, 3.7239, -1.9738], [6.1399, 2.1881, -0.3271], [4.4725, 2.3512, -0.7883], [4.5397, 1.3332, 1.4125], [3.8193, 2.8962, 1.5963], [5.5460, 2.5809, 2.0395], [4.3082, 5.9448, -0.7608], [3.9105, 5.0518, 0.7098], [3.3435, 4.1656, -2.2568], [2.2536, 5.2678, -1.4340], [0.4013, 3.7504, -1.3977], [0.6941, 2.2412, -0.4899], [1.2387, 2.4611, -2.2477], [-2.6675, -1.1620, -0.8508], [-3.8133, -1.1230, -1.6268], [-2.9210, -1.9893, 0.1361], [-1.6666, -1.7216, -1.5329], [-2.2161, 0.7085, -0.5118], [-1.5901, 1.0810, -1.7451], [-3.3826, 1.3801, -0.0119], [-1.0323, 0.4715, 0.6736], [-1.2209, 1.1282, 2.0543], [-1.3238, 2.5460, 2.1090], [-1.9226, 0.2335, 2.8970], [0.5692, 0.7993, 2.5749], [0.8189, 1.0698, 3.8734], [0.8932, -0.5202, 2.4378], [1.5936, 1.4361, 1.9237]], "atomic_forces_ev_per_a": [[0.455, 0.692, 1.215], [-0.591, 0.220, -0.261], [-0.334, -0.318, -0.653], [0.902, -0.106, 0.652], [0.264, 0.567, -0.750], [0.992, -0.138, 0.720], [-2.191, 0.055, -1.499], [-0.246, -1.160, 0.294], [-0.338, 1.485, -1.794], [1.010, -0.174, 2.017], [0.580, 0.030, 0.272], [-0.074, 0.029, -0.354], [-0.107, -0.529, 0.112], [-0.130, -0.478, 0.116], [0.810, -0.193, 0.424], [-0.403, -0.654, -0.154], [-0.464, 0.387, -0.023], [0.151, 0.020, -0.127], [0.147, -0.259, -0.242], [0.180, -0.301, -0.397], [-0.649, 0.032, 0.047], [-0.292, 0.356, -0.626], [-0.049, 0.290, 0.379], [0.238, -0.148, 0.212], [0.599, 0.632, 0.595], [-0.086, 0.338, -0.121], [-0.169, -0.380, 0.093], [-0.464, 0.101, -0.292], [0.285, -0.109, -0.313], [-0.360, -0.406, 0.102], [0.078, -0.434, 0.671], [0.023, 0.626, -1.645], [-0.385, -0.042, -0.493], [-0.849, -0.040, -0.343], [0.557, 0.529, 1.264], [0.217, -0.487, 0.345], [-0.532, -0.412, -2.227], [-0.441, 0.063, 1.072], [0.404, -0.689, -0.293], [-0.411, 1.242, 0.962], [-0.040, 0.133, -0.297], [-0.027, -0.411, 0.532], [-0.031, 0.083, 0.475], [0.478, -0.065, -0.072], [0.204, 0.123, 0.070], [0.661, 0.203, 0.508], [-0.040, -0.162, 0.201], [0.031, -0.310, 0.043], [-0.222, -0.375, -0.055], [-0.105, 0.348, 0.153], [-0.290, 0.511, -0.014], [0.044, 0.165, -0.109], [0.103, -0.017, -0.555], [0.292, -0.275, -0.052], [0.233, 0.231, 0.596], [0.290, 0.158, -0.395], [-0.134, -0.086, -0.256], [0.195, -0.077, -0.148], [-0.280, -0.191, -0.100], [0.016, -0.071, 0.490], [0.085, -0.706, 1.281], [-0.419, 1.346, 0.547], [2.037, 0.327, -1.574], [-0.041, -1.421, 0.404], [-0.786, 1.230, -0.491], [-0.034, -0.980, 0.838], [-1.209, 0.497, -0.667], [0.758, -0.276, -0.358], [-1.148, 1.136, 0.058], [0.412, -1.184, 0.472], [-0.064, 0.737, -0.266], [0.254, -0.131, 0.022], [-0.398, -0.186, -0.638], [0.125, -0.096, 0.050], [0.535, 0.159, -0.088], [0.064, -0.384, 0.048], [-0.146, -0.303, 0.203], [0.028, -0.254, 0.064], [0.025, -0.282, 0.490], [-0.184, 0.133, -0.296], [-0.019, 0.025, -0.002], [-0.439, 0.371, 0.083], [0.303, 0.086, -0.176], [-0.121, 0.151, 0.514], [0.301, -0.424, 0.036], [0.309, 0.331, 0.433], [0.235, -0.269, -0.691], [-0.277, 0.024, -0.434], [0.381, 0.120, 0.230], [-0.151, 0.002, 0.117], [-0.258, -0.880, -0.240], [-0.231, -1.025, -0.802], [1.540, 0.585, 0.448], [-0.925, -0.128, -0.456], [-1.083, 0.315, 0.324], [0.472, -0.007, -0.391], [-0.738, -0.205, 1.838], [0.328, -0.193, 0.579], [-1.041, 1.874, -0.365], [0.266, -1.670, -0.086], [-0.150, 0.095, 0.214], [0.565, 0.203, 0.253], [-0.274, -0.050, 0.206], [0.046, 0.403, -0.088], [-0.217, 0.015, -0.059], [0.070, 0.120, -0.483], [-0.040, 0.033, -0.069], [0.348, 0.213, -0.378], [-0.038, 0.125, 0.094], [0.591, 0.037, 0.251], [0.396, 0.208, -0.445], [-0.105, -0.289, -0.210], [0.516, -0.132, 0.237], [-0.135, -0.249, 0.077], [-0.289, -0.099, -0.266], [0.255, 0.741, -0.033], [0.107, 0.256, -0.507], [0.060, -0.031, -0.499], [-0.112, 0.243, 0.589], [-0.019, -0.407, -0.029], [0.339, -0.792, 0.317], [-1.803, 0.762, -0.400], [0.481, 1.109, -0.203], [-0.876, 0.060, 1.634], [1.151, 0.806, -0.705], [0.331, -0.354, 0.134], [1.041, -1.246, -0.568], [0.899, 0.780, -0.555], [-0.740, -0.034, 0.440], [0.076, -0.605, 0.136], [-0.238, 0.040, -0.247], [-0.322, -0.753, -0.377], [0.327, -0.256, -0.109], [0.355, -0.135, -0.012], [0.111, -0.265, -0.043], [0.012, -0.204, 0.122], [-0.173, -0.215, -0.241], [0.158, -0.122, 0.179], [0.233, 0.482, 0.557], [-0.190, -0.409, 0.156], [-0.200, 0.342, 0.149], [-0.370, -0.104, -0.287], [-0.466, 0.467, 0.101], [-0.283, 0.217, -0.321], [-0.127, -0.557, 0.347], [-0.148, 0.528, -0.219], [0.087, 0.052, -0.013], [0.423, 0.148, -0.037], [-0.009, -0.160, -0.230], [0.174, 0.345, -0.005], [0.696, 1.149, -0.492], [-0.352, -0.714, -0.636], [0.088, -0.157, 2.075], [0.930, 0.081, -1.699], [-1.594, 0.349, 1.193], [-0.501, 1.164, 0.200], [-0.411, -0.517, -0.927], [-0.099, 0.837, -0.266], [0.395, 1.484, 0.126], [-0.405, -2.059, -0.152], [-0.069, 0.200, 0.242], [-0.067, -0.330, 0.448], [-0.123, 0.040, -0.007], [0.580, -0.299, -0.003], [0.006, -0.068, -0.027], [-0.317, 0.497, 0.004], [-0.547, -0.269, 0.296], [0.319, -0.665, 0.455], [-0.197, -0.271, -0.407], [0.246, 0.154, -0.162], [-0.081, -0.247, -0.458], [0.184, -0.101, -0.465], [0.025, -0.226, -0.066], [0.290, -0.226, 0.465], [0.359, 0.435, -0.121], [0.238, -0.288, -0.014], [0.245, -0.427, 0.752], [0.839, 0.350, -0.351], [-0.405, 0.248, -0.188], [-0.562, 0.232, 0.210], [-0.840, -0.231, 0.027], [0.111, 0.105, -0.203], [-0.017, -0.179, -0.276], [-0.725, 1.934, -0.800], [0.361, -1.017, 0.182], [0.331, -0.222, 1.106], [-1.041, -1.365, -0.324], [0.258, 0.662, -0.716], [0.674, -1.006, -0.084], [0.446, 0.178, 0.869], [-0.115, 0.066, -0.017], [-0.154, -0.029, -0.360], [-0.024, 0.323, -0.204], [0.293, 0.165, 0.523], [0.367, -0.004, 0.258], [-0.077, 0.296, 0.479], [-0.312, -0.331, -0.061], [0.373, -0.394, 0.486], [-0.312, 0.050, -0.233], [0.500, -0.110, -0.149], [0.225, 0.387, -0.284], [0.059, 0.222, 0.001], [-0.024, 0.334, -0.352], [0.066, 0.164, -0.054], [-0.079, -0.086, 0.361], [-0.224, 0.139, 0.204], [0.119, -0.056, 0.123], [-0.332, 0.157, -0.313], [-0.244, -0.123, -0.012], [0.095, 0.096, -0.106], [0.444, -0.485, -0.405], [0.834, -0.220, -0.699], [0.170, -0.469, 2.345], [-0.290, 1.710, -0.715], [-0.710, -0.598, -0.322], [1.155, 0.516, 0.804], [-0.726, 0.705, -0.932], [-0.152, 0.303, 1.257], [-0.326, 0.165, 0.575], [0.734, -0.823, -1.720], [-0.197, -0.252, -0.375], [-0.081, 0.510, -0.291], [-0.015, 0.337, 0.295], [-0.131, -0.350, -0.288], [-0.328, 0.031, -0.009], [0.239, 0.040, 0.060], [-0.120, -0.622, 0.257], [0.317, -0.096, -0.012], [-0.222, 0.578, 0.230], [-0.375, -0.998, -0.670], [0.488, -0.150, 0.222], [0.355, 0.236, -0.016], [-0.432, 0.040, 0.035], [-0.548, -0.103, 0.231], [0.219, -0.114, -0.079], [-0.134, -0.187, -0.197], [0.102, -0.111, -0.100], [-0.325, 0.337, -0.023], [-0.437, -0.371, 0.149], [0.271, 0.059, 0.372], [-0.233, -0.870, 0.177], [-1.394, -1.031, -0.363], [0.439, -0.383, 0.590], [-0.807, 1.462, 0.159], [-0.446, 0.401, -2.069], [-0.543, -0.079, 0.622], [1.323, 0.163, 2.063], [-0.352, -0.379, -0.120], [-0.498, 1.021, -0.157], [0.351, -0.704, 0.220], [0.125, 0.111, 0.198], [-0.149, 0.255, 0.176], [0.410, 0.317, -0.170], [0.274, -0.026, -0.084], [0.459, 0.410, 0.201], [0.087, -0.112, 0.293], [0.545, -0.279, -0.065], [-0.208, -0.196, 0.337], [-0.154, -0.533, 0.137], [0.101, 0.114, -0.245], [0.117, 0.449, -0.232], [0.215, -0.317, 0.075], [-0.013, 0.314, 0.088], [-0.378, -0.332, -0.273], [0.411, 0.099, -0.484], [-0.549, -0.053, -0.133], [0.608, 0.067, -0.436], [-0.184, -0.331, -0.851], [0.271, 0.116, 0.242], [0.092, 0.045, 0.514], [0.337, -0.197, -0.250], [-0.521, -0.441, 0.776], [0.210, 0.985, 0.437], [-0.984, 0.459, 0.321], [-0.692, -0.958, 0.573], [1.162, -0.551, -0.176], [1.046, 0.051, -2.139], [0.887, -0.396, 1.876], [-0.493, -0.011, -0.600], [-0.316, -0.058, -0.912], [0.061, -0.200, -0.228], [-0.198, 0.479, -0.049], [-0.059, -0.134, 0.186], [-0.172, 0.223, -0.721], [-0.122, 0.264, -0.412], [0.009, 0.010, 0.248], [0.068, -0.004, 0.004], [0.004, -0.009, 0.406], [0.286, -0.043, 0.077], [-0.289, -0.186, -0.353], [0.008, 0.374, -0.438], [-0.284, 0.443, 0.067], [-0.297, 0.335, 0.063], [0.446, 0.032, 0.300], [-0.282, -0.358, -0.177], [0.109, -0.071, -0.293], [-0.196, 0.272, 0.044], [0.423, -0.088, 0.367], [-0.123, -0.169, -0.345], [0.300, 0.218, 1.285], [-1.305, 0.865, -1.189], [1.539, 0.016, 0.581], [-0.099, 0.434, 0.989], [0.071, 0.262, -0.458], [1.741, -1.805, 2.465], [-0.179, 0.139, -0.078], [0.272, -0.335, -0.380], [-1.735, 0.338, -4.071], [2.584, -0.426, 0.139], [-0.637, 0.518, 0.223], [-1.299, -0.026, 1.699], [2.146, -0.802, 0.648], [-0.914, 0.230, -0.138], [-0.676, 0.326, -0.114], [-1.280, 0.216, -0.331]], "mulliken_charge": [-1.203, -0.377, -0.074, -0.933, -0.418, -1.159, -1.216, -0.146, 0.377, -0.799, 0.412, 0.334, 0.310, 0.391, 0.438, 0.329, 0.288, 0.481, 0.606, 0.396, 0.261, 0.338, 0.408, 0.509, 0.523, -0.143, 0.598, 0.318, 0.369, -0.324, -0.971, -0.472, 0.593, -0.999, -0.328, -1.306, -0.653, -1.011, -0.345, -0.794, 0.298, 0.440, 0.073, 0.518, 0.503, 0.284, 0.520, 0.365, 0.215, 0.373, 0.349, 0.498, 0.051, 0.341, 0.564, 0.359, 0.568, 0.360, 0.318, 0.286, -1.061, -0.302, 0.465, -1.159, -1.368, -0.325, -0.550, -1.066, -0.286, -0.822, -0.151, 0.489, 0.363, 0.574, 0.186, 0.194, 0.587, 0.343, 0.205, 0.827, 0.073, 0.033, 0.494, 0.532, 0.635, 0.647, 0.399, 0.335, 0.317, 0.257, -1.332, -0.406, 0.885, -0.545, -0.486, -0.979, -0.591, -0.809, 0.066, -0.618, 0.456, 0.321, 0.356, 0.260, 0.431, -0.525, 1.062, -0.056, 0.089, 0.538, 0.481, 0.433, -0.167, 0.450, 0.425, -0.012, 0.735, 0.104, 0.409, 0.056, -1.381, 0.102, 0.168, -1.027, -0.065, -1.218, -1.172, -0.086, 0.305, 0.247, 0.498, 0.407, 0.144, -0.233, 0.797, 0.438, 0.418, 0.360, 0.362, 0.152, 0.454, 0.235, 0.368, 0.510, 0.368, -0.020, 0.263, -0.058, -0.484, 0.172, -1.194, -0.366, 0.433, -0.884, -0.718, -0.886, -1.125, 0.040, -0.150, -0.871, 0.470, 0.341, 0.239, 0.502, 0.447, 0.150, 0.423, 0.426, 0.695, 0.130, 0.359, 0.012, 0.358, 0.386, 0.439, 0.908, -0.463, 0.358, 0.230, 0.279, -1.027, -0.624, 0.426, -1.347, -0.282, -1.304, -0.436, -0.442, -0.380, -0.789, 0.055, 0.495, 0.413, 0.448, 0.508, 0.374, 0.406, 0.401, 0.397, 0.384, 0.427, 0.405, 0.258, 0.449, 0.476, -0.350, 0.786, 0.308, 0.361, 0.276, -1.174, 0.035, -0.015, -0.971, 0.383, -1.361, -1.250, -0.350, 0.084, 2.007, 0.411, 0.426, 0.218, -0.155, 0.518, 0.441, 0.422, 0.400, 0.376, -0.327, 0.364, 0.305, 0.428, 0.472, 0.372, 0.287, 0.318, -0.642, -0.720, -0.460, -1.089, 0.012, 0.327, -0.983, -0.152, -1.133, -1.459, 0.708, -0.236, 0.322, 0.491, 0.067, 0.364, 0.081, 0.274, 0.135, 0.491, 0.386, 0.346, 0.333, 0.320, 0.359, 0.455, 0.335, 0.446, 0.060, -0.082, -0.607, -0.007, 0.657, -1.184, -0.431, 0.469, -1.129, -0.837, -0.683, -0.833, -0.851, 0.721, -0.479, 0.342, 0.363, 0.439, 0.326, 0.370, 0.390, 0.384, 0.405, 0.836, 0.279, -0.123, 0.035, 0.595, 0.560, 0.417, 0.281, 0.507, -0.428, -0.303, 0.343, -0.170, -0.173, -0.174, -0.048, 0.212, 0.137, 0.307, -0.462, 1.039, -0.495, -0.291, -0.584, -0.146, -0.021, 0.175], "fmax_ev_per_a": 4.44, "lumo_ev": -14.24, "molar_mass_g_mol": 1742.69, "homo_energy_ha": -0.8247, "orbital_gap_ha": 0.30127, "total_energy_ev": -171197.097, "charge": 9}